(1)
{
  "formula": "C32H70BF14N2O9S8",
  "method": "ωB97M-V/def2-TZVPD",
  "total_energy_ha": -6655.9023,
  "max_force_ev_per_a": 2.35,
  "homo_ha": -0.362,
  "orbital_gap_ev": 6.4,
  "charge": 1,
  "elements": ["C", "C", "O", "C", "C", "N", "C", "C", "C", "C", "F", "F", "C", "F", "F", "C", "F", "F", "C", "F", "F", "S", "F", "F", "F", "F", "F", "N", "C", "C", "C", "C", "C", "F", "B", "O", "C", "C", "H", "H", "H", "H", "H", "H", "H", "H", "H", "H", "H", "H", "H", "H", "H", "H", "H", "H", "H", "H", "H", "H", "H", "H", "H", "H", "H", "H", "C", "S", "O", "C", "H", "H", "H", "H", "H", "H", "C", "S", "O", "C", "H", "H", "H", "H", "H", "H", "C", "S", "O", "C", "H", "H", "H", "H", "H", "H", "C", "S", "O", "C", "H", "H", "H", "H", "H", "H", "C", "S", "O", "C", "H", "H", "H", "H", "H", "H", "C", "S", "O", "C", "H", "H", "H", "H", "H", "H", "C", "S", "O", "C", "H", "H", "H", "H", "H", "H"],
  "positions_angstrom": [[-1.06, -0.64, 4.11], [-1.64, -1.77, 3.22], [-0.69, -2.44, 2.41], [-0.51, -2.04, 1.05], [0.77, -1.14, 1.10], [0.88, -0.17, 0.00], [-1.58, -1.49, 0.12], [-2.84, -0.66, 0.20], [-2.79, 0.61, 1.06], [-2.40, 1.86, 0.28], [-1.06, 1.85, 0.18], [-2.85, 1.81, -0.98], [-2.92, 3.19, 0.91], [-3.47, 3.03, 2.10], [-3.91, 3.64, 0.14], [-1.86, 4.34, 0.93], [-2.55, 5.47, 1.08], [-1.27, 4.42, -0.26], [-0.92, 4.23, 2.17], [-0.68, 2.98, 2.50], [-1.59, 4.72, 3.17], [0.73, 5.14, 2.08], [0.13, 6.27, 1.19], [1.19, 4.28, 0.85], [1.35, 4.05, 3.07], [0.38, 5.99, 3.37], [2.12, 5.87, 2.05], [-1.21, -1.81, -1.06], [-0.09, -2.77, -1.12], [-0.27, -3.38, 0.31], [-1.50, -4.34, 0.10], [-2.58, -4.36, 1.20], [-2.27, -5.32, 2.36], [-3.43, -6.01, 2.68], [0.89, -4.34, 0.85], [0.80, -5.06, 2.03], [2.21, -4.47, -0.01], [2.13, -5.51, -1.18], [-1.51, 0.32, 3.85], [0.03, -0.62, 4.11], [-1.36, -0.82, 5.14], [-2.02, -2.51, 3.92], [-2.52, -1.38, 2.71], [0.77, -0.57, 2.02], [1.67, -1.76, 1.13], [1.38, 0.66, 0.31], [1.51, -0.57, -0.70], [-3.19, -0.48, -0.82], [-3.61, -1.30, 0.63], [-2.00, 0.50, 1.81], [-3.74, 0.72, 1.58], [-1.63, -1.45, -1.91], [0.88, -2.35, -1.36], [-0.21, -3.61, -1.80], [-1.10, -5.36, 0.04], [-2.01, -4.19, -0.85], [-2.86, -3.37, 1.56], [-3.48, -4.78, 0.75], [-1.58, -6.07, 1.99], [-1.92, -4.81, 3.25], [1.07, -4.46, 2.74], [2.44, -3.46, -0.39], [2.99, -4.70, 0.70], [2.14, -4.98, -2.13], [2.97, -6.19, -1.10], [1.17, -6.03, -1.13], [4.48, -4.75, 4.45], [4.29, -3.13, 3.70], [3.51, -3.32, 2.44], [6.01, -2.92, 3.23], [3.50, -5.09, 4.79], [4.88, -5.45, 3.72], [5.15, -4.68, 5.30], [6.31, -3.74, 2.58], [6.63, -2.90, 4.13], [6.10, -1.97, 2.70], [5.61, -9.51, 5.97], [6.51, -8.37, 4.92], [6.21, -6.99, 5.40], [5.50, -8.65, 3.45], [6.05, -9.47, 6.97], [4.56, -9.22, 6.02], [5.71, -10.52, 5.57], [4.46, -8.42, 3.68], [5.60, -9.69, 3.14], [5.85, -8.00, 2.65], [-6.61, 6.16, -2.73], [-5.71, 5.30, -4.02], [-6.67, 4.41, -4.72], [-4.73, 4.26, -2.92], [-7.32, 6.84, -3.21], [-7.15, 5.44, -2.12], [-5.91, 6.73, -2.12], [-5.39, 3.66, -2.29], [-4.09, 4.89, -2.30], [-4.11, 3.61, -3.53], [-4.67, 8.15, -6.20], [-5.32, 8.89, -4.70], [-6.80, 8.92, -4.83], [-4.72, 10.55, -5.02], [-4.97, 7.11, -6.22], [-5.07, 8.67, -7.07], [-3.58, 8.21, -6.19], [-5.12, 10.91, -5.97], [-3.63, 10.54, -5.05], [-5.05, 11.20, -4.21], [3.70, 2.79, 2.52], [5.13, 2.01, 1.78], [4.87, 0.54, 1.78], [6.26, 2.35, 3.13], [2.86, 2.65, 1.85], [3.48, 2.33, 3.48], [3.88, 3.86, 2.65], [5.88, 1.92, 4.05], [6.38, 3.43, 3.24], [7.23, 1.90, 2.89], [-7.39, 6.93, -8.63], [-6.47, 8.07, -9.68], [-6.64, 9.43, -9.11], [-7.55, 7.94, -11.10], [-6.91, 6.89, -7.66], [-8.42, 7.29, -8.51], [-7.39, 5.94, -9.08], [-8.56, 8.24, -10.83], [-7.55, 6.92, -11.48], [-7.18, 8.61, -11.88], [7.69, -7.33, 0.22], [6.39, -6.10, 0.28], [5.65, -6.16, -1.01], [7.48, -4.67, 0.21], [7.23, -8.32, 0.21], [8.28, -7.20, -0.69], [8.33, -7.24, 1.10], [8.08, -4.71, -0.70], [8.12, -4.66, 1.09], [6.86, -3.77, 0.19]]
}

---

(2)
{
  "formula": "C32H71AsBrMgN4O8SSi4",
  "method": "ωB97M-V/def2-TZVPD",
  "total_energy_ha": -8649.4108,
  "de_lowest_kj_mol": 201.5,
  "max_force_ev_per_a": 1.14,
  "homo_ha": -0.221,
  "orbital_gap_ev": 8.2,
  "charge": -1,
  "elements": ["Mg", "O", "S", "O", "O", "O", "O", "C", "O", "C", "C", "N", "N", "C", "C", "O", "O", "H", "H", "H", "C", "C", "C", "C", "Si", "Br", "C", "C", "C", "C", "C", "C", "C", "C", "H", "H", "H", "H", "H", "H", "H", "H", "H", "H", "H", "H", "H", "H", "H", "H", "H", "H", "H", "H", "H", "H", "H", "H", "H", "H", "H", "C", "C", "N", "C", "C", "C", "C", "N", "H", "H", "H", "H", "H", "H", "H", "H", "H", "H", "H", "H", "H", "H", "C", "Si", "C", "C", "As", "Si", "C", "C", "C", "Si", "C", "C", "C", "H", "H", "H", "H", "H", "H", "H", "H", "H", "H", "H", "H", "H", "H", "H", "H", "H", "H", "H", "H", "H", "H", "H", "H", "H", "H", "H"],
  "positions_angstrom": [[1.28, 1.33, -0.04], [-2.19, -0.39, 0.62], [-1.14, 0.63, 0.60], [-1.51, 1.84, 1.35], [0.16, 0.11, 1.19], [-0.75, 1.00, -0.81], [6.39, -2.11, 0.27], [6.20, -0.90, 0.87], [7.13, -0.24, 1.18], [4.77, -0.58, 1.14], [3.92, -1.31, 1.94], [2.75, -0.66, 1.98], [2.78, 0.44, 1.22], [3.99, 0.52, 0.70], [4.15, 1.58, -0.38], [5.18, 1.61, -1.03], [3.09, 2.30, -0.49], [5.52, -2.46, 0.01], [4.09, -2.21, 2.50], [1.84, -0.93, 2.34], [-1.81, -4.52, 4.36], [-0.86, -3.82, 3.37], [0.58, -4.18, 3.76], [-1.01, -2.29, 3.52], [-1.25, -4.35, 1.57], [0.14, -3.06, 0.30], [-3.08, -4.08, 1.06], [-3.93, -5.34, 1.30], [-3.13, -3.69, -0.43], [-3.77, -2.93, 1.81], [-0.62, -6.12, 1.13], [-1.18, -7.19, 2.09], [-1.02, -6.47, -0.31], [0.92, -6.26, 1.17], [-1.56, -4.18, 5.38], [-1.71, -5.61, 4.34], [-2.85, -4.27, 4.19], [0.81, -3.70, 4.72], [1.30, -3.82, 3.02], [0.72, -5.25, 3.89], [-0.67, -2.01, 4.52], [-2.03, -1.95, 3.41], [-0.42, -1.74, 2.78], [-3.62, -6.20, 0.71], [-4.96, -5.10, 1.02], [-3.94, -5.63, 2.35], [-2.58, -4.39, -1.07], [-2.71, -2.69, -0.57], [-4.17, -3.68, -0.76], [-3.85, -3.12, 2.88], [-4.79, -2.84, 1.42], [-3.27, -1.98, 1.65], [-2.27, -7.17, 2.18], [-0.75, -7.09, 3.09], [-0.90, -8.19, 1.72], [-2.10, -6.51, -0.47], [-0.62, -7.46, -0.57], [-0.61, -5.75, -1.02], [1.34, -6.11, 2.16], [1.41, -5.57, 0.49], [1.17, -7.28, 0.86], [-1.01, -1.65, -3.04], [0.41, -1.85, -3.57], [1.08, -0.60, -3.93], [1.05, -0.25, -5.34], [-0.33, 0.10, -5.87], [1.59, 0.22, -2.97], [2.13, 1.55, -3.41], [1.69, -0.06, -1.72], [-1.40, -2.60, -2.68], [-1.67, -1.29, -3.83], [-1.03, -0.93, -2.22], [0.39, -2.46, -4.47], [1.01, -2.39, -2.84], [1.45, -1.10, -5.91], [1.72, 0.58, -5.51], [-0.99, -0.77, -5.89], [-0.25, 0.49, -6.89], [-0.80, 0.87, -5.24], [2.98, 1.43, -4.08], [2.47, 2.09, -2.53], [1.36, 2.14, -3.93], [1.30, -0.97, -1.48], [-2.10, 4.70, 2.38], [-0.29, 4.80, 1.97], [0.69, 3.83, 3.21], [0.17, 6.60, 2.16], [0.30, 3.80, -0.07], [-1.72, 3.99, -1.29], [-3.29, 3.18, -0.69], [-2.14, 5.81, -1.45], [-1.40, 3.37, -3.02], [1.62, 5.54, -0.99], [3.17, 5.52, 0.05], [2.18, 5.13, -2.72], [1.01, 7.32, -1.02], [-2.23, 4.89, 3.45], [-2.48, 3.70, 2.16], [-2.69, 5.43, 1.82], [0.62, 4.25, 4.22], [1.75, 3.81, 2.92], [0.33, 2.80, 3.22], [-0.02, 6.88, 3.20], [-0.44, 7.25, 1.52], [1.22, 6.80, 1.94], [-3.64, 3.65, 0.23], [-3.15, 2.12, -0.48], [-4.04, 3.31, -1.47], [-2.02, 6.34, -0.49], [-3.18, 5.94, -1.77], [-1.50, 6.30, -2.18], [-1.09, 2.32, -2.98], [-0.62, 3.95, -3.53], [-2.32, 3.44, -3.61], [3.54, 4.50, 0.11], [2.99, 5.88, 1.07], [3.95, 6.15, -0.40], [2.78, 4.22, -2.71], [2.81, 5.96, -3.07], [1.36, 5.00, -3.43], [1.64, 7.91, -0.35], [-0.02, 7.46, -0.73], [1.13, 7.71, -2.04]]
}